Record 1
Below is a molecular structure, C17H21F5N4O3PdS2Te, with properties calculated with ωB97M-V/def2-TZVPD.

Atoms and positions in Å:
Pd1 0.628312 0.314075 1.887712
O1 -1.637448 3.916596 -1.699513
C1 -2.679061 3.480118 -0.974717
C2 -3.942254 3.979942 -1.271123
C3 -5.066822 3.552898 -0.572266
C4 -4.925948 2.617886 0.446558
C5 -3.668287 2.131507 0.763215
C6 -2.520359 2.543022 0.074346
C7 -1.216062 1.989239 0.472591
O2 -1.162237 1.294100 1.558198
N1 -0.205347 2.232773 -0.343760
N2 0.985812 1.668743 -0.011097
C8 2.012539 2.097505 -0.715842
S1 3.565000 1.282258 -0.841542
C9 4.379514 2.925034 -1.038682
C10 3.637730 3.670600 -2.129370
S2 1.821486 3.298540 -2.035466
H1 -0.846417 3.379801 -1.384874
H2 -4.032717 4.714591 -2.063257
H3 -6.042638 3.952520 -0.826491
H4 -5.796716 2.271712 0.993116
H5 -3.532969 1.414901 1.562512
H6 5.432054 2.768229 -1.283026
H7 4.284801 3.427134 -0.076667
H8 3.974244 3.357551 -3.117697
H9 3.746428 4.752398 -2.034367
C11 -0.142849 -4.332133 -2.041777
N3 0.024063 -3.071447 -1.359677
C12 0.611445 -1.950829 -2.105259
C13 -0.386062 -2.717511 -0.087718
O3 -0.251592 -1.542821 0.227244
N4 -0.873714 -3.657407 0.800320
C14 -1.168150 -3.214046 2.157006
C15 -1.282728 -5.024698 0.592966
H10 0.241594 -4.226522 -3.053182
H11 -1.193538 -4.628136 -2.133338
H12 0.418172 -5.145116 -1.568956
H13 0.989676 -2.318184 -3.057917
H14 1.429466 -1.504376 -1.542257
H15 -0.121357 -1.162284 -2.284120
H16 -0.856999 -2.188035 2.297390
H17 -0.631982 -3.842434 2.873254
H18 -2.243465 -3.285132 2.357979
H19 -1.095178 -5.385738 -0.408636
H20 -2.356789 -5.125247 0.796189
H21 -0.758813 -5.678148 1.300052
Te1 0.180503 0.129153 4.309573
F1 2.209893 -1.956610 2.692966
C16 2.256684 -0.734875 2.023489
F2 2.634524 -1.127799 0.750702
C17 3.483864 -0.007481 2.622507
F3 3.463886 1.313448 2.411742
F4 3.558903 -0.201396 3.958324
F5 4.667903 -0.447865 2.132641

Atoms 1-6, force components in eV/Å:
Pd -0.10 0.89 -1.11
O -0.02 0.00 -0.05
C 0.04 -0.05 0.01
C -0.21 0.04 0.00
C 0.12 -0.01 0.01
C -0.17 0.04 -0.02

E in eV: -76103.3408
Multiplicity: 3
Total charge: -2
E_HOMO (spin up / spin down) in eV: 1.80 / -1.10
LUMO (spin up / spin down) in eV: 4.25 / 4.25
Frontier orbital gap (spin up / spin down) in eV: 2.455 / 5.343

Record 2
Below is a molecular structure, C17H24F5KN3OSV, with properties calculated with ωB97M-V/def2-TZVPD.

Atoms and positions in Å:
N1 1.537171 0.370388 0.189101
C1 2.560581 2.033244 1.168313
O1 3.594072 1.892458 1.696145
K1 3.806022 -0.526063 0.824537
V1 0.009662 -0.224297 0.205239
N2 -0.704244 -0.780510 -1.462833
N3 -1.255965 1.069288 0.703435
C2 -0.811296 -0.014959 -2.718821
C3 -1.070862 2.470034 1.102507
C4 -0.855271 -0.931330 -3.948977
C5 -2.086379 0.844774 -2.749435
C6 0.408175 0.897830 -2.830539
C7 -0.360715 2.488305 2.457401
C8 -2.405331 3.196426 1.237200
C9 -0.211874 3.187264 0.070302
H1 0.015019 -1.594685 -3.989598
H2 -0.869983 -0.323128 -4.863331
H3 -1.748773 -1.561689 -3.946771
H4 -2.983122 0.208771 -2.803160
H5 -2.075478 1.494378 -3.638492
H6 -2.150932 1.493656 -1.863110
H7 0.383686 1.738045 -2.129719
H8 0.437595 1.320539 -3.842546
H9 1.328906 0.342095 -2.623614
H10 -0.967572 1.947052 3.199170
H11 -0.244416 3.529600 2.788896
H12 0.637219 2.023865 2.386551
H13 -3.009935 2.782939 2.052505
H14 -2.965880 3.143024 0.297420
H15 -2.209855 4.249978 1.462883
H16 -0.128624 4.241547 0.356898
H17 -0.710650 3.152954 -0.903394
H18 0.801872 2.769176 0.006242
C10 -1.514701 -1.983320 -1.365406
H19 -1.326502 -2.473287 -0.405112
H20 -2.607083 -1.815852 -1.437470
H21 -1.287607 -2.699495 -2.164374
C11 -2.534533 0.429646 1.015086
H22 -2.436936 -0.655372 0.878066
H23 -2.859416 0.599734 2.057328
H24 -3.349155 0.753838 0.344571
F1 5.188848 -4.458844 1.935165
C12 3.942947 -3.945259 2.007970
C13 2.951418 -4.391298 1.132002
F2 3.233008 -5.343621 0.225186
C14 1.703324 -3.773713 1.123547
F3 0.806451 -4.144190 0.171724
C15 1.402953 -2.702381 1.980503
S1 -0.107755 -1.820794 1.883204
C16 2.425085 -2.286055 2.848499
F4 2.301783 -1.065379 3.482362
C17 3.680011 -2.883912 2.855868
F5 4.695038 -2.271417 3.540878

Atoms 1-6, force components in eV/Å:
N -4.66 -2.12 -0.95
C 3.95 1.43 2.37
O -3.27 0.19 -1.72
K 0.98 -0.72 0.00
V 4.60 -0.35 1.62
N -1.62 0.54 -1.41

E in eV: -90951.6055
Total charge: +2
E_HOMO in eV: -15.25
LUMO in eV: -11.01
Frontier orbital gap in eV: 4.245

Record 3
Below is a molecular structure, C31H24N2O2PPt, with properties calculated with ωB97M-V/def2-TZVPD.

Atoms and positions in Å:
Pt1 0.339227 0.682868 -0.229921
O1 -5.753142 2.966307 3.699088
C1 -4.662652 3.742147 3.743581
O2 -4.616665 4.704545 4.443446
C2 -3.464046 3.373150 2.885158
C3 -2.412517 4.292898 2.906879
C4 -1.261087 4.072974 2.182342
C5 -1.148668 2.901201 1.434855
C6 -2.192821 1.985349 1.392535
C7 -3.349193 2.219170 2.120638
N1 0.018726 2.586144 0.680129
C8 1.111209 3.253361 0.696606
C9 2.231108 2.734194 -0.090568
C10 3.446033 3.366357 -0.186770
C11 4.473820 2.764098 -0.914194
C12 4.236413 1.561179 -1.557776
C13 2.994970 0.964804 -1.451207
N2 2.010335 1.541480 -0.730835
H1 -5.686350 2.227477 3.084577
H2 -2.529481 5.184922 3.508240
H3 -0.476904 4.818167 2.208522
H4 -2.118839 1.080744 0.791363
H5 -4.142524 1.484840 2.071160
H6 1.248041 4.157087 1.281142
H7 3.591409 4.320874 0.302819
H8 5.447722 3.234162 -0.970368
H9 5.001313 1.076997 -2.149693
H10 2.761648 0.046974 -1.970934
C14 2.957853 -4.296169 -3.626975
C15 1.694470 -3.912905 -4.063844
C16 0.946364 -3.022979 -3.315627
C17 1.460052 -2.571160 -2.089518
C18 2.755914 -2.920801 -1.669054
C19 3.489509 -3.803121 -2.435871
P1 0.472246 -1.493894 -1.115266
C20 -1.279262 -1.594065 -1.450728
C21 -1.955572 -2.803129 -1.261615
C22 -3.322409 -2.856655 -1.472226
C23 -4.018409 -1.715096 -1.869579
C24 -3.353673 -0.514967 -2.065146
C25 -1.980292 -0.449772 -1.861864
C26 0.764800 -1.862298 0.623867
C27 1.042558 -2.970825 1.404824
C28 1.220668 -2.757343 2.775292
C29 1.121109 -1.482466 3.339344
C30 0.861592 -0.351924 2.560475
C31 0.667662 -0.624638 1.225053
H11 3.544208 -4.978914 -4.228358
H12 1.298410 -4.303381 -4.991424
H13 -0.031961 -2.710346 -3.658349
H14 3.170098 -2.525922 -0.748802
H15 4.477109 -4.106907 -2.116033
H16 -1.421811 -3.695074 -0.954429
H17 -3.849703 -3.791423 -1.335635
H18 -5.083722 -1.774324 -2.049518
H19 -3.891971 0.356839 -2.412569
H20 -1.461601 0.471456 -2.116054
H21 1.103961 -3.964614 0.979441
H22 1.450398 -3.598818 3.416222
H23 1.270451 -1.352735 4.403699
H24 0.783872 0.633899 2.999456

Atoms 1-6, force components in eV/Å:
Pt -1.19 0.17 -1.46
O 0.14 0.01 -0.03
C -0.22 -0.10 0.03
O 0.06 0.04 0.01
C 0.04 0.01 -0.01
C 0.01 0.02 -0.01

E in eV: -52118.3646
Total charge: +3
E_HOMO in eV: -17.00
LUMO in eV: -12.21
Frontier orbital gap in eV: 4.784

Record 4
Below is a single C4H7NO3 molecule, with properties calculated with ωB97M-V/def2-TZVPD.

Atoms and positions in Å:
C1 0.328097 -1.742429 0.829249
N1 -0.263857 -0.662083 -0.044706
C2 0.003268 -0.640272 -1.420249
O1 0.376347 0.321998 -2.096607
C3 -0.261904 0.445452 0.838227
C4 0.088587 1.754891 0.020526
O2 1.138306 2.333826 -0.051350
O3 -1.047733 2.255823 -0.492865
H1 0.098051 -1.721552 1.874651
H2 0.293534 -2.798029 0.476099
H3 1.414023 -1.626424 0.632029
H4 -0.161219 -1.528359 -2.018176
H5 -1.348849 0.611658 1.037104
H6 0.197805 0.316621 1.787813
H7 -0.854457 2.678878 -1.371746

Atoms 1-6, force components in eV/Å:
C 2.04 -1.79 -3.14
N 0.87 -2.92 0.28
C 0.80 1.67 -0.34
O -0.89 -0.67 1.53
C -2.70 3.88 -2.08
C 0.77 0.35 1.35

E in eV: -11892.6842
E_HOMO in eV: -9.50
LUMO in eV: 0.69
Frontier orbital gap in eV: 10.190